Computed, not measured: a single C3H6N2 molecule, with ωB97M-V/def2-TZVPD.

```
! RIJCOSX wB97M-V def2-TZVPD def2/J DEFGRID3
* xyz 0 1
C -0.2774 -0.3640 -1.2383
C 0.2077 0.4315 -0.0321
N -0.8927 0.0508 0.9784
C 1.5280 0.0709 0.4972
N 2.5543 -0.2396 0.9373
H 0.4294 -1.1204 -1.6148
H -1.1996 -0.6692 -0.3332
H -0.5451 0.2719 -2.1033
H 0.1574 1.5128 -0.1825
H -1.3358 0.7771 1.5267
H -0.6456 -0.7237 1.5914
*
```

The value obtained for the LUMO energy is 0.805 eV. The calculation puts the relative energy (zero: lowest compared OMol25 entry of this formula, charge and spin) at 247.1 kJ/mol. The SMILES is C[C@@H](N)C#N. For the largest force on an atom, the calculation gives 4.18 eV Å⁻¹. The HOMO energy comes out at -9.542 eV. For the energy, the calculation gives -6185.984 eV.